--- A ---
{
  "formula": "H2N2O3",
  "method": "wB97M-V/def2-TZVPD",
  "elements": ["O", "O", "O", "N", "N", "H", "H"],
  "xyz": [[1.257, 0.625, 0.233], [0.158, -1.411, 0.137], [-1.911, 0.107, -0.308], [0.220, -0.106, -0.328], [-0.994, 0.156, 0.453], [1.199, 0.649, 1.188], [0.071, -0.021, -1.375]],
  "lumo_energy_ev": [-0.3, -0.3],
  "charge": 0,
  "smiles": "O=N[N@H+]([O-])O",
  "homo_energy_ev": [-10.21, -10.20],
  "homo_lumo_gap_ha": [0.36529, 0.36527]
}

---

--- B ---
{
  "formula": "H2N2O3",
  "method": "wB97M-V/def2-TZVPD",
  "elements": ["O", "O", "O", "N", "N", "H", "H"],
  "xyz": [[0.675, -1.446, 0.287], [-0.480, 0.571, 1.283], [0.869, -0.573, -1.725], [0.361, -0.737, -0.546], [-0.356, 0.445, -0.288], [0.312, 1.321, 1.713], [-1.380, 0.419, -0.725]],
  "lumo_energy_ev": -0.1,
  "charge": 0,
  "smiles": "O=[N+]([O-])NO",
  "homo_energy_ev": -10.75,
  "homo_lumo_gap_ha": 0.39072
}

---

The data favor A; the next most stable structure lies 0.192 eV above it.

---

--- A ---
{
  "formula": "C11H44N22O11",
  "method": "wB97M-V/def2-TZVPD",
  "elements": ["O", "O", "O", "O", "O", "O", "O", "O", "O", "O", "O", "N", "N", "N", "N", "N", "N", "N", "N", "N", "N", "N", "N", "N", "N", "N", "N", "N", "N", "N", "N", "N", "N", "C", "C", "C", "C", "C", "C", "C", "C", "C", "C", "C", "H", "H", "H", "H", "H", "H", "H", "H", "H", "H", "H", "H", "H", "H", "H", "H", "H", "H", "H", "H", "H", "H", "H", "H", "H", "H", "H", "H", "H", "H", "H", "H", "H", "H", "H", "H", "H", "H", "H", "H", "H", "H", "H", "H"],
  "xyz": [[-13.782, 25.800, -0.727], [-14.757, 27.837, 3.697], [-12.985, 31.064, 5.118], [-15.998, 22.191, 1.992], [-16.330, 26.172, 6.101], [-11.076, 25.087, 3.529], [-10.052, 31.161, 3.273], [-15.968, 31.097, 7.312], [-16.890, 33.601, 3.403], [-10.115, 27.992, 7.461], [-19.945, 26.436, 0.607], [-14.814, 27.862, 1.398], [-9.991, 26.386, 2.015], [-14.589, 23.869, 1.329], [-12.844, 33.231, 4.435], [-11.632, 26.551, -0.454], [-15.109, 24.833, 7.431], [-9.253, 29.385, 2.049], [-12.103, 28.963, 6.853], [-13.107, 27.702, -1.764], [-18.758, 25.836, -1.212], [-11.615, 27.290, 3.311], [-15.408, 29.472, 5.832], [-14.034, 26.332, 6.053], [-15.486, 32.334, 2.132], [-14.782, 32.432, 5.395], [-13.942, 29.623, 2.572], [-10.744, 30.876, 1.143], [-10.272, 29.217, 5.545], [-17.851, 27.271, 0.357], [-16.850, 24.059, 1.059], [-16.553, 28.904, 7.692], [-17.253, 33.470, 1.187], [-15.920, 29.910, 7.013], [-14.572, 28.411, 2.647], [-15.227, 25.802, 6.467], [-18.922, 26.526, -0.048], [-15.815, 23.307, 1.541], [-13.502, 32.176, 5.003], [-10.764, 28.723, 6.732], [-10.866, 26.176, 3.035], [-12.909, 26.620, -0.946], [-9.984, 30.549, 2.233], [-16.572, 33.144, 2.320], [-9.327, 25.676, 1.764], [-14.428, 28.256, 0.558], [-15.234, 33.307, 5.188], [-14.306, 24.262, 7.615], [-18.015, 34.112, 1.318], [-12.376, 28.379, -1.851], [-11.376, 25.980, 0.335], [-19.523, 25.266, -1.517], [-17.112, 29.224, 8.462], [-9.331, 28.956, 5.322], [-16.903, 28.145, 7.121], [-8.463, 29.228, 2.656], [-11.906, 32.979, 4.165], [-14.839, 26.854, 1.388], [-11.077, 31.827, 1.196], [-13.656, 30.119, 1.752], [-9.877, 27.307, 1.627], [-9.048, 29.135, 1.094], [-16.008, 24.511, 7.744], [-12.548, 29.427, 6.074], [-14.057, 26.770, 5.134], [-10.794, 29.757, 4.882], [-17.753, 23.627, 1.098], [-15.232, 31.825, 6.076], [-16.691, 24.950, 0.633], [-17.839, 25.757, -1.604], [-13.515, 29.884, 3.453], [-12.751, 28.576, 7.513], [-12.479, 27.239, 3.817], [-14.471, 24.770, 0.901], [-17.006, 27.196, -0.175], [-11.337, 28.103, 2.793], [-11.022, 27.264, -0.805], [-15.382, 28.486, 5.637], [-17.977, 27.894, 1.131], [-13.969, 27.751, -2.273], [-13.789, 23.369, 1.671], [-15.228, 32.096, 1.196], [-14.836, 30.075, 5.273], [-13.237, 34.144, 4.554], [-13.183, 25.813, 6.208], [-10.369, 30.619, 0.244], [-14.944, 32.174, 2.962], [-16.992, 33.278, 0.239]],
  "lumo_energy_ev": -1.3,
  "charge": 0,
  "smiles": "NC(N)=O.NC(N)=O.NC(N)=O.NC(N)=O.NC(N)=O.NC(N)=O.NC(N)=O.NC(N)=O.NC(N)=O.NC(N)=O.NC(N)=O",
  "homo_energy_ev": -8.95,
  "homo_lumo_gap_ha": 0.28064
}

---

--- B ---
{
  "formula": "C11H44N22O11",
  "method": "wB97M-V/def2-TZVPD",
  "elements": ["O", "O", "O", "O", "O", "O", "O", "O", "O", "O", "O", "N", "N", "N", "N", "N", "N", "N", "N", "N", "N", "N", "N", "N", "N", "N", "N", "N", "N", "N", "N", "N", "N", "C", "C", "C", "C", "C", "C", "C", "C", "C", "C", "C", "H", "H", "H", "H", "H", "H", "H", "H", "H", "H", "H", "H", "H", "H", "H", "H", "H", "H", "H", "H", "H", "H", "H", "H", "H", "H", "H", "H", "H", "H", "H", "H", "H", "H", "H", "H", "H", "H", "H", "H", "H", "H", "H", "H"],
  "xyz": [[-13.961, -10.036, 18.686], [-10.668, -14.491, 24.039], [-9.656, -8.942, 24.797], [-10.596, -13.411, 17.593], [-16.483, -13.804, 17.839], [-10.705, -11.786, 21.502], [-12.408, -6.051, 21.589], [-13.968, -9.479, 24.532], [-13.770, -13.703, 22.177], [-7.512, -11.449, 20.565], [-13.303, -10.733, 14.645], [-10.080, -16.404, 22.949], [-16.112, -10.770, 18.899], [-10.368, -15.506, 16.733], [-15.300, -14.429, 19.625], [-8.894, -10.565, 23.314], [-10.437, -14.505, 21.813], [-6.433, -12.810, 19.101], [-15.672, -8.579, 19.068], [-15.657, -9.599, 26.140], [-8.018, -13.640, 20.518], [-11.374, -11.804, 14.117], [-11.919, -6.141, 23.833], [-14.285, -13.359, 17.804], [-13.577, -12.172, 23.801], [-15.596, -12.592, 22.949], [-12.492, -10.372, 21.325], [-7.694, -8.730, 23.726], [-11.723, -11.444, 19.490], [-11.285, -7.776, 22.407], [-11.708, -11.153, 16.228], [-8.747, -14.054, 16.383], [-15.862, -8.302, 24.377], [-14.283, -12.864, 22.943], [-11.536, -11.202, 20.807], [-15.167, -9.827, 18.831], [-8.829, -9.396, 23.990], [-12.228, -11.205, 14.982], [-10.435, -15.142, 22.986], [-7.293, -12.581, 20.106], [-11.919, -6.620, 22.577], [-15.041, -9.150, 25.042], [-9.945, -14.268, 16.980], [-15.377, -13.803, 18.413], [-11.424, -6.600, 24.578], [-8.174, -13.228, 16.416], [-16.544, -9.315, 26.510], [-10.531, -13.500, 21.805], [-14.378, -12.922, 16.902], [-10.390, -11.927, 14.261], [-12.571, -12.196, 23.711], [-6.326, -13.741, 18.741], [-12.523, -5.341, 23.920], [-13.886, -11.319, 24.253], [-16.669, -8.482, 19.094], [-10.836, -8.386, 23.069], [-16.983, -10.409, 19.242], [-9.867, -16.901, 23.796], [-10.288, -15.065, 20.992], [-15.978, -12.012, 23.676], [-9.905, -16.843, 22.063], [-15.377, -7.764, 23.673], [-8.796, -13.215, 21.007], [-16.746, -7.940, 24.686], [-13.088, -9.932, 20.643], [-15.008, -7.823, 19.057], [-11.375, -15.589, 16.734], [-8.302, -14.809, 15.895], [-9.795, -16.078, 16.144], [-15.126, -10.224, 26.729], [-13.557, -13.101, 18.458], [-7.484, -8.004, 24.390], [-11.464, -8.048, 21.452], [-12.608, -11.107, 19.138], [-11.853, -12.283, 13.372], [-12.279, -10.745, 16.951], [-10.842, -11.634, 16.376], [-6.103, -11.990, 18.621], [-12.510, -10.223, 22.319], [-14.368, -14.533, 20.003], [-15.879, -11.740, 19.039], [-8.470, -10.353, 22.423], [-16.069, -14.420, 20.267], [-11.080, -12.161, 19.189], [-9.638, -11.234, 23.413], [-16.158, -12.827, 22.153], [-7.058, -9.126, 23.056], [-8.113, -14.493, 19.999]],
  "lumo_energy_ev": -0.2,
  "charge": 0,
  "smiles": "NC(N)=O.NC(N)=O.NC(N)=O.NC(N)=O.NC(N)=O.NC(N)=O.NC(N)=O.NC(N)=O.NC(N)=O.NC(N)=O.NC(N)=O",
  "homo_energy_ev": -8.92,
  "homo_lumo_gap_ha": 0.31890
}

---

The data favor A; the next most stable structure lies 1.137 eV above it.

---

--- A ---
{
  "formula": "ClH14O7",
  "method": "wB97M-V/def2-TZVPD",
  "elements": ["Cl", "O", "O", "O", "O", "O", "O", "O", "H", "H", "H", "H", "H", "H", "H", "H", "H", "H", "H", "H", "H", "H"],
  "xyz": [[-0.474, -0.238, -0.682], [-2.253, 3.803, -1.369], [-3.103, -4.193, 0.780], [-1.635, 0.357, 3.842], [0.281, -4.079, -3.007], [3.375, -1.295, 1.301], [0.702, 3.754, 2.048], [2.287, 1.953, -3.483], [2.369, 2.844, -3.144], [3.962, -1.101, 0.570], [0.220, -3.284, -2.477], [-1.179, -0.098, 3.134], [-2.689, -4.916, 0.308], [2.644, -0.687, 1.188], [-0.993, 0.403, 4.551], [-2.440, -3.503, 0.792], [-2.704, 3.567, -0.558], [-1.782, 3.009, -1.622], [0.398, 2.913, 1.707], [-0.091, -4.766, -2.455], [1.785, 1.487, -2.814], [1.322, 4.070, 1.391]],
  "lumo_energy_ev": 2.9,
  "charge": -1,
  "homo_energy_ev": -5.03,
  "homo_lumo_gap_ha": 0.29037
}

---

--- B ---
{
  "formula": "ClH14O7",
  "method": "wB97M-V/def2-TZVPD",
  "elements": ["Cl", "O", "O", "O", "O", "O", "O", "O", "H", "H", "H", "H", "H", "H", "H", "H", "H", "H", "H", "H", "H", "H"],
  "xyz": [[-0.603, -0.275, 0.799], [0.073, -0.006, 5.395], [-2.622, 4.086, 1.760], [-3.598, -1.972, -2.349], [2.442, -3.670, 2.328], [1.705, -1.979, -3.156], [-2.293, 2.026, -3.246], [4.222, 0.809, -0.900], [-3.568, 4.059, 1.614], [1.800, -3.078, 1.936], [1.863, -1.887, -2.217], [-1.593, 1.564, -2.786], [3.068, -3.845, 1.624], [1.919, -1.120, -3.521], [-0.053, -0.037, 4.446], [-2.620, 2.662, -2.609], [-3.322, -1.656, -3.209], [4.112, 1.667, -1.311], [0.992, 0.241, 5.507], [3.490, 0.742, -0.287], [-3.037, -1.504, -1.731], [-2.377, 3.173, 1.911]],
  "lumo_energy_ev": 2.8,
  "charge": -1,
  "homo_energy_ev": -4.78,
  "homo_lumo_gap_ha": 0.28018
}

---

The data favor A; the next most stable structure lies 0.140 eV above it.